{"formula": "C32H51BF8IN3SeSi4TeW", "method": "ωB97M-V with the def2-TZVPD basis set", "species": ["W", "C", "C", "N", "C", "C", "C", "C", "N", "C", "C", "F", "C", "F", "C", "C", "F", "C", "F", "H", "H", "H", "H", "H", "H", "H", "H", "H", "H", "H", "H", "H", "H", "H", "I", "C", "C", "C", "C", "C", "N", "H", "H", "H", "H", "F", "B", "F", "F", "F", "C", "Si", "C", "C", "Si", "Te", "Si", "C", "C", "C", "Si", "C", "C", "C", "H", "H", "H", "H", "H", "H", "H", "H", "H", "H", "H", "H", "H", "H", "H", "H", "H", "H", "H", "H", "H", "H", "H", "H", "H", "H", "H", "Se", "C", "C", "C", "C", "C", "C", "H", "H", "H", "H", "H"], "xyz": [[0.654, -0.469, -1.682], [4.339, -0.579, -2.550], [3.053, -0.800, -3.364], [1.950, 0.090, -2.969], [1.992, 1.411, -3.618], [3.223, 2.255, -3.326], [0.912, -2.144, -5.104], [-0.129, -2.450, -4.086], [0.277, -2.143, -2.701], [0.234, -3.092, -1.675], [0.448, -2.324, -0.533], [1.882, -0.279, -0.250], [0.634, -2.936, 0.665], [0.943, -2.219, 1.758], [0.508, -4.323, 0.794], [0.261, -5.051, -0.343], [0.150, -6.382, -0.271], [0.145, -4.461, -1.610], [-0.013, -5.251, -2.687], [5.210, -0.558, -3.205], [4.472, -1.364, -1.816], [4.307, 0.352, -1.996], [2.723, -1.831, -3.236], [3.223, -0.649, -4.434], [1.123, 1.970, -3.302], [1.887, 1.235, -4.695], [3.368, 2.373, -2.253], [3.047, 3.246, -3.745], [4.134, 1.850, -3.766], [1.753, -2.809, -5.234], [0.889, -1.231, -5.682], [-0.381, -3.509, -4.126], [-1.034, -1.872, -4.285], [0.620, -4.815, 1.750], [4.209, -3.672, 0.179], [4.491, -2.012, 1.444], [4.311, -2.182, 2.811], [4.480, -1.068, 3.614], [4.815, 0.144, 3.027], [4.978, 0.186, 1.654], [4.828, -0.883, 0.870], [4.047, -3.146, 3.221], [4.347, -1.145, 4.685], [4.943, 1.039, 3.619], [5.234, 1.111, 1.150], [1.215, 3.195, 0.467], [0.419, 3.037, -0.639], [0.780, 3.863, -1.681], [-0.934, 3.087, -0.356], [0.661, 1.627, -1.130], [-0.737, 3.397, 2.970], [-0.405, 1.599, 3.352], [-0.634, 1.372, 5.209], [1.289, 1.018, 2.837], [-2.071, 0.249, 2.349], [-1.689, -0.558, -0.041], [-2.527, -1.789, 3.481], [-1.030, -2.476, 4.377], [-3.838, -1.385, 4.767], [-3.190, -3.089, 2.303], [-4.124, 1.329, 1.950], [-5.380, 0.039, 1.415], [-4.645, 2.095, 3.585], [-3.965, 2.656, 0.647], [0.111, 4.007, 3.290], [-1.624, 3.743, 3.505], [-0.881, 3.563, 1.901], [-0.018, 2.096, 5.748], [-0.345, 0.375, 5.541], [-1.673, 1.542, 5.505], [2.052, 1.672, 3.269], [1.418, 1.029, 1.755], [1.469, 0.000, 3.188], [-0.725, -1.822, 5.194], [-0.183, -2.608, 3.715], [-1.281, -3.450, 4.809], [-3.492, -0.611, 5.455], [-4.075, -2.274, 5.357], [-4.762, -1.034, 4.304], [-2.483, -3.313, 1.501], [-4.126, -2.767, 1.841], [-3.381, -4.016, 2.850], [-5.561, -0.696, 2.200], [-5.046, -0.496, 0.523], [-6.333, 0.518, 1.178], [-4.845, 1.335, 4.343], [-5.553, 2.688, 3.453], [-3.868, 2.759, 3.971], [-3.625, 2.254, -0.311], [-3.247, 3.421, 0.944], [-4.938, 3.130, 0.494], [-1.487, 0.432, -2.949], [-1.048, 1.666, -4.356], [-0.834, 1.188, -5.645], [-0.559, 2.075, -6.676], [-0.502, 3.439, -6.421], [-0.741, 3.913, -5.139], [-1.024, 3.032, -4.105], [-0.893, 0.125, -5.843], [-0.394, 1.699, -7.678], [-0.283, 4.131, -7.224], [-0.707, 4.976, -4.936], [-1.198, 3.404, -3.105]], "atomic_forces_ev_per_a": [[-0.2, 0.2, -0.4], [0.0, 0.0, -0.1], [0.1, 0.0, 0.1], [-0.2, -0.1, -0.2], [0.0, 0.0, 0.0], [0.0, 0.0, 0.0], [0.0, 0.0, 0.0], [0.2, 0.0, 0.0], [0.0, 0.0, -0.1], [0.1, -0.1, 0.0], [-0.1, 0.1, 0.0], [0.2, 0.0, 0.1], [0.1, -0.1, 0.1], [-0.1, 0.0, 0.1], [0.0, 0.0, 0.0], [0.0, 0.0, 0.0], [0.0, 0.0, 0.0], [0.0, 0.0, 0.0], [0.0, 0.0, 0.0], [0.0, 0.0, 0.0], [0.0, -0.1, 0.1], [0.0, 0.1, 0.0], [0.0, 0.0, 0.0], [0.0, 0.0, 0.0], [0.0, 0.0, 0.0], [0.0, 0.0, 0.0], [0.0, 0.0, 0.0], [0.0, 0.0, 0.0], [0.0, 0.0, 0.0], [0.0, 0.0, 0.0], [0.0, 0.0, 0.0], [0.0, 0.0, 0.0], [0.0, 0.0, 0.0], [0.0, 0.0, 0.0], [0.0, 0.0, 0.0], [0.0, -0.1, 0.0], [0.0, 0.0, 0.0], [0.0, 0.0, 0.0], [0.0, 0.0, 0.0], [0.0, 0.0, 0.0], [0.0, 0.0, -0.1], [0.0, 0.0, 0.0], [0.0, 0.0, 0.0], [0.0, 0.0, 0.0], [0.0, 0.0, 0.0], [0.0, 0.0, 0.0], [-0.1, 0.3, 0.0], [0.0, -0.1, 0.0], [0.0, 0.0, 0.0], [0.1, -0.1, 0.0], [-0.1, 0.0, -0.1], [0.0, 0.0, 0.0], [-0.1, 0.0, 0.0], [0.0, 0.0, 0.0], [0.3, -0.1, 0.1], [-0.2, 0.0, 0.1], [0.0, 0.0, 0.0], [-0.1, 0.0, 0.1], [0.0, 0.0, 0.0], [0.0, 0.0, 0.0], [0.0, 0.0, 0.0], [0.0, 0.0, 0.0], [0.0, 0.0, 0.0], [0.0, 0.0, 0.0], [0.0, 0.0, 0.0], [0.0, 0.0, 0.0], [0.0, 0.0, 0.1], [0.0, 0.0, 0.0], [0.0, 0.0, 0.0], [0.0, 0.0, 0.0], [0.0, 0.0, 0.0], [0.0, 0.0, 0.0], [0.0, 0.0, 0.0], [0.0, 0.0, 0.0], [0.2, 0.0, -0.1], [0.0, 0.0, 0.0], [0.0, 0.0, 0.0], [0.0, 0.0, 0.0], [0.0, 0.0, 0.0], [0.0, 0.0, 0.0], [0.0, 0.0, 0.0], [0.0, 0.0, 0.0], [0.0, 0.0, 0.0], [0.0, 0.0, 0.0], [0.0, 0.0, 0.0], [0.0, 0.0, 0.0], [0.0, 0.0, 0.0], [0.0, 0.0, 0.0], [0.0, 0.0, 0.0], [0.0, 0.0, 0.0], [0.0, 0.0, 0.0], [0.1, 0.0, 0.1], [0.0, -0.1, 0.0], [0.0, 0.0, 0.0], [0.0, 0.0, 0.0], [0.0, 0.0, 0.0], [0.0, 0.0, 0.0], [0.0, 0.0, 0.0], [0.0, 0.0, 0.0], [0.0, 0.0, 0.0], [0.0, 0.0, 0.0], [0.0, 0.0, 0.0], [0.0, 0.0, 0.0]], "s2": 2.01, "total_charge": 0, "multiplicity": 3, "fmax_ev_per_a": 0.5, "total_energy_ev": -174981.942, "relative_energy_kj_mol": 59.3}